w:
Computed, not measured: C27H33IN8OS3Y as an isolated structure, with ωB97M-V/def2-TZVPD.

As for the charge: +1. The orbital gap comes out at 0.2379 hartree. The value obtained for the LUMO energy is -3.1 eV. Its highest occupied orbital energy is -9.5929 eV.

CARTESIAN COORDINATES (ANGSTROEM)
I (1.25622, 0.33513, 6.19245)
Y (0.04192, 0.25560, 0.09409)
S (0.11973, -3.62063, 3.41876)
S (-1.27328, -1.38263, 1.92854)
S (-2.35245, 0.90495, -1.30817)
O (-1.21867, 1.84720, 2.11031)
N (0.72293, -3.00994, 1.03116)
N (0.62271, -2.20919, -0.07325)
N (2.57531, 3.27958, -2.18125)
N (-4.02105, 1.14617, 0.79285)
N (-4.00856, -0.90417, -0.27047)
N (1.90143, 1.51456, -1.02031)
N (0.39867, -0.67261, -2.28617)
N (1.65322, -0.06968, 1.95162)
C (-4.04096, 2.60114, 0.67523)
C (2.89201, -0.54294, 1.78809)
C (0.65570, -0.38908, -4.64577)
C (5.07097, 0.95045, -3.62405)
C (3.30544, -0.53426, 4.13038)
C (-3.53509, 0.34613, -0.17222)
C (1.21066, -2.47485, -3.63302)
C (4.46724, 2.18068, -3.47155)
C (0.94336, -2.73578, -1.18555)
C (0.30255, 0.06826, -3.38755)
C (0.84995, -1.93161, -2.40917)
C (-1.04558, -2.93883, 4.60039)
C (3.40978, 2.24325, -2.56793)
C (3.59681, -0.09963, -2.00265)
C (4.63981, -0.17485, -2.90207)
C (1.70874, 2.78907, -1.27008)
C (3.74901, -0.78565, 2.84374)
C (-3.35242, -1.92385, -1.08230)
C (2.02390, -0.03833, 4.30698)
C (-0.53386, 3.86103, 1.10228)
C (-4.30487, 0.65009, 2.14182)
C (2.97633, 1.13961, -1.83332)
C (-0.09928, -2.64204, 1.98015)
C (-5.34497, -1.27199, 0.19389)
C (1.22893, 0.18874, 3.19627)
C (-0.53431, 2.34476, 1.19557)
C (1.11921, -1.68706, -4.77012)
H (-1.15253, 4.32945, 1.87250)
H (-5.36952, 0.68006, 2.37672)
H (-2.27849, -1.85291, -0.98026)
H (-3.63227, -1.82381, -2.13186)
H (3.20049, -0.75169, 0.77339)
H (1.25150, -3.77695, -1.24103)
H (1.55925, -3.49773, -3.68623)
H (0.49374, 4.22815, 1.21346)
H (-2.07390, -3.02765, 4.26064)
H (-3.66493, -2.89803, -0.70915)
H (-5.31001, -1.87240, 1.10338)
H (-0.91479, -3.54730, 5.49643)
H (3.94412, -0.72484, 4.98332)
H (-5.82492, -1.85483, -0.59179)
H (-3.92871, -0.36245, 2.25170)
H (-5.00995, 2.95452, 1.03386)
H (-0.08267, 1.07472, -3.26069)
H (-3.91839, 2.89349, -0.36034)
H (4.73935, -1.17835, 2.66052)
H (5.90053, 0.84790, -4.31299)
H (0.95209, 3.39999, -0.80287)
H (3.27275, -0.97556, -1.45688)
H (4.80338, 3.04653, -4.02824)
H (1.40100, -2.08622, -5.73643)
H (5.14324, -1.12123, -3.05846)
H (2.61349, 4.23919, -2.47780)
H (-5.93522, -0.38039, 0.37104)
H (-0.82613, -1.90045, 4.83802)
H (0.56062, 0.26667, -5.50046)
H (-3.25766, 3.04369, 1.28427)
H (-3.75966, 1.28579, 2.83880)
H (0.21754, 0.56300, 3.28690)
H (-0.89051, 4.17284, 0.11296)

***

x:
Computed, not measured: C27H33IN8OS3Y as an isolated structure, with ωB97M-V/def2-TZVPD.

As for the charge: +1. The orbital gap comes out at 0.2424 hartree. The value obtained for the LUMO energy is -3.0 eV. Its highest occupied orbital energy is -9.6375 eV.

CARTESIAN COORDINATES (ANGSTROEM)
I (-2.84238, 1.63791, -5.29284)
Y (-0.21765, 0.33729, 0.19768)
S (0.09294, -1.62860, -1.90316)
S (-2.20400, -0.50352, 2.22321)
S (-1.45802, 0.82815, 4.89239)
O (0.33683, -2.24813, 1.50071)
N (-1.23610, 2.19750, 1.37147)
N (-1.49289, 2.05492, 2.68963)
N (-2.38839, 0.47847, -1.18769)
N (-1.35422, -3.61329, -0.80941)
N (2.12366, 0.90317, -0.49523)
N (-0.25444, 2.67209, -1.10440)
N (0.93131, -3.95007, -0.86540)
N (4.18489, 0.75238, -1.27542)
C (4.28625, 1.49862, -0.10630)
C (1.99810, -1.00190, 2.60151)
C (0.83753, -5.40285, -0.71280)
C (5.07674, 2.74742, 1.72864)
C (-0.11959, -3.16212, -1.11078)
C (2.30176, -3.45559, -0.78564)
C (-4.55374, 1.11108, -2.82846)
C (-0.83520, 5.04331, -2.41631)
C (-1.37547, 4.77729, -1.17000)
C (-3.25896, 1.11409, -3.32150)
C (-3.63882, 0.48967, -0.70772)
C (2.69976, 2.28831, 1.54258)
C (5.36575, 2.07049, 0.56070)
C (0.85383, -1.13421, 1.60721)
C (3.76052, 2.85861, 2.21207)
C (-1.56304, 3.29386, 0.80801)
C (2.88509, 0.42666, -1.44915)
C (-2.55013, -3.07114, -1.44746)
C (-2.21753, 0.77386, -2.48230)
C (0.01887, 4.11544, -2.99093)
C (-4.74044, 0.78131, -1.49639)
C (0.27987, 2.95129, -2.29274)
C (-1.63835, -4.33575, 0.44021)
C (-1.69902, -0.88819, 5.39516)
C (-1.06045, 3.58347, -0.53772)
C (-1.68718, 0.84050, 3.15412)
C (2.98291, 1.58744, 0.37087)
H (-0.07916, -5.77529, -1.15500)
H (2.79490, -3.94413, 0.05542)
H (-2.36118, -0.90114, 6.25936)
H (-1.95896, -5.36252, 0.25759)
H (-5.73275, 0.75769, -1.06339)
H (2.53546, -0.17808, -2.27490)
H (2.84534, -3.68843, -1.70524)
H (5.88235, 3.20952, 2.28594)
H (-2.95560, -2.23342, -0.87929)
H (-2.33600, -2.74684, -2.45862)
H (-2.16423, 4.03086, 1.33090)
H (-5.39316, 1.35666, -3.46741)
H (-2.14577, -1.44308, 4.57531)
H (-2.03207, 5.48466, -0.67790)
H (-1.06847, 5.96870, -2.92802)
H (2.09074, -1.90584, 3.21007)
H (-2.44412, -3.80817, 0.95181)
H (-1.21174, 0.71153, -2.87285)
H (-0.73571, -1.32051, 5.65770)
H (0.89249, -5.70515, 0.33397)
H (-3.74450, 0.27470, 0.34646)
H (2.93491, -0.83541, 2.05331)
H (-3.29985, -3.86305, -1.47807)
H (1.67792, -5.85057, -1.24527)
H (6.37896, 1.99993, 0.18227)
H (-0.77632, -4.31296, 1.09312)
H (0.94465, 2.20035, -2.70690)
H (3.58130, 3.40487, 3.12981)
H (4.93901, 0.49132, -1.88643)
H (1.84748, -0.12806, 3.24667)
H (2.30927, -2.38664, -0.62678)
H (0.47094, 4.28567, -3.95938)
H (1.68322, 2.39365, 1.90930)

***

In terms of stability, w leads; the second structure lies 18.2 kcal/mol higher.

***

w:
Computed, not measured: a 2-piece molecular cluster, C7H13O overall, with ωB97M-V/def2-TZVPD.

As for the charge: -1. The orbital gap comes out at 0.1509 hartree. The value obtained for the LUMO energy is 1.7 eV. Its highest occupied orbital energy is -2.4163 eV.

CARTESIAN COORDINATES (ANGSTROEM)
O (-3.47177, -1.13601, -0.17272)
C (-2.98198, -0.21094, -1.04887)
C (0.60221, -0.46496, 0.99145)
C (1.91411, 1.65172, 0.71160)
C (1.75987, 0.31273, 0.28350)
C (-1.64818, 0.34700, -0.21768)
C (2.75260, -0.39143, -0.30171)
C (-0.74905, -0.82552, 0.15953)
H (-1.41631, -1.50896, 0.70976)
H (1.13581, 0.24160, -1.49601)
H (-2.57567, -0.51030, -2.16023)
H (0.35383, 0.18243, 1.90208)
H (0.99677, -1.37564, 1.45709)
H (-1.12571, 1.23533, -0.67888)
H (-0.43695, -1.40119, -0.71845)
H (2.87848, 2.03167, 0.51931)
H (-3.78357, 0.56075, -1.14521)
H (-2.02534, 0.55251, 0.78490)
H (1.43099, 2.22145, 1.61180)
H (2.78988, -1.51868, -0.42556)
H (3.59998, 0.00646, -0.76571)

***

x:
Computed, not measured: an isolated ion of composition C7H13O and charge -1, with ωB97M-V/def2-TZVPD.

As for the charge: -1. The orbital gap comes out at 0.2093 hartree. The value obtained for the LUMO energy is 3.5 eV. Its highest occupied orbital energy is -2.2200 eV. As for the SMILES: C/C=C(\C)CCC[O-].

CARTESIAN COORDINATES (ANGSTROEM)
O (-2.45717, 2.58691, 0.42164)
C (2.90606, -0.39726, -0.78691)
C (-2.54658, 1.47194, 1.16710)
C (-0.86317, 0.39045, -0.35047)
C (1.55150, 0.23475, -1.00584)
C (0.42022, -0.34623, -0.61048)
C (0.36665, -1.81577, -0.25490)
C (-1.27342, 0.56562, 1.09088)
H (-1.42448, -0.36648, 1.64650)
H (-1.68491, -0.12229, -0.89659)
H (-3.43103, 0.85525, 0.84653)
H (3.07667, -1.35112, -1.30343)
H (1.55760, 1.19203, -1.51741)
H (1.11851, -2.07561, 0.50065)
H (3.76268, 0.20175, -1.10442)
H (-0.48157, 1.14173, 1.58958)
H (0.64517, -2.41889, -1.12701)
H (-2.67024, 1.67312, 2.26624)
H (-0.96358, 1.33378, -0.89891)
H (-0.62509, -2.13895, 0.04662)
H (3.01619, -0.61473, 0.28061)

***

In terms of stability, x leads; the second structure lies 143.9 kcal/mol higher.

***

w:
Computed, not measured: a 3-piece molecular cluster, C3H10N2O3 overall, with ωB97M-V/def2-TZVPD.

The orbital gap comes out at 0.1864 hartree. The value obtained for the LUMO energy is -4.2 eV. Its highest occupied orbital energy is -9.2817 eV.

CARTESIAN COORDINATES (ANGSTROEM)
O (1.86806, 1.02582, -1.54639)
O (0.53318, -1.80929, 2.54435)
O (-1.98068, 1.42210, -0.56527)
N (0.71751, 1.27829, 0.61196)
N (-1.63248, -0.86850, -0.66229)
C (-1.79127, 0.32835, -1.29845)
C (-0.20546, -0.90196, -0.29519)
C (0.56210, -0.10007, 0.75852)
H (-0.07045, 1.91311, 0.57304)
H (2.12182, 1.45153, -2.36773)
H (0.18469, -0.54489, 1.74044)
H (0.39659, -2.27224, 3.37681)
H (-2.02495, 0.46396, 0.12254)
H (-0.12153, -1.86841, 0.20319)
H (0.38421, -0.90549, -1.22791)
H (1.53028, -0.60169, 0.69549)
H (1.25918, 1.46455, -0.29534)
H (-1.73080, 0.52486, -2.36778)

***

x:
Computed, not measured: a 2-piece molecular cluster, C3H10N2O3 overall, with ωB97M-V/def2-TZVPD.

The orbital gap comes out at 0.3719 hartree. The value obtained for the LUMO energy is 0.5 eV. Its highest occupied orbital energy is -9.6236 eV. As for the SMILES: NCC(=O)NCO.O.

CARTESIAN COORDINATES (ANGSTROEM)
O (-1.18993, 0.22987, -1.68612)
O (2.51966, 0.84427, -1.81104)
O (1.20217, -0.85604, 1.53913)
N (-0.10060, -1.25887, -0.42706)
N (-2.08123, 1.81939, 0.47801)
C (-1.01249, 0.84270, 0.65537)
C (0.47677, -1.81562, 0.77573)
C (-0.81885, -0.05599, -0.57245)
H (-1.80258, 2.38176, -0.31588)
H (2.36979, 1.75760, -1.55358)
H (0.03358, -1.72962, -1.31178)
H (2.13781, -0.83552, 1.26187)
H (-0.31104, -2.12387, 1.46219)
H (-2.97248, 1.38612, 0.27117)
H (1.65234, 0.42814, -1.60476)
H (1.15783, -2.61665, 0.50518)
H (-1.20738, 0.26448, 1.55287)
H (-0.05336, 1.33785, 0.78114)

***

In terms of stability, x leads; the second structure lies 259.1 kcal/mol higher.

***

w:
Computed, not measured: a 4-piece molecular cluster, C3H10N2O3 overall, with ωB97M-V/def2-TZVPD.

The orbital gap comes out at 0.3663 hartree. The value obtained for the LUMO energy is 0.7 eV. Its highest occupied orbital energy is -9.2736 eV. As for the SMILES: c1c[nH]cn1.O.O.O.

CARTESIAN COORDINATES (ANGSTROEM)
O (-0.76307, 2.51067, -2.47370)
O (1.37555, -0.05531, -2.45034)
O (2.08060, 2.66602, 2.69527)
N (-0.79077, -0.46980, 0.42019)
N (-1.44889, -2.57755, 0.54415)
C (-1.80528, -1.26933, 0.34145)
C (0.31990, -1.26275, 0.66520)
C (-0.08684, -2.55741, 0.73574)
H (-1.25207, 2.38799, -1.65359)
H (0.79366, 0.64931, -2.75201)
H (-2.80077, -0.92343, 0.19310)
H (0.08639, 2.88813, -2.22194)
H (0.96106, -0.45639, -1.68175)
H (1.45453, 2.64393, 3.43030)
H (1.32725, -0.88655, 0.70662)
H (0.39902, -3.48965, 0.97311)
H (-1.88265, -3.37957, 0.12927)
H (2.03238, 3.58170, 2.39893)

***

x:
Computed, not measured: a 4-piece molecular cluster, C3H10N2O3 overall, with ωB97M-V/def2-TZVPD.

The orbital gap comes out at 0.3618 hartree. The value obtained for the LUMO energy is 0.8 eV. Its highest occupied orbital energy is -9.0798 eV. As for the SMILES: c1c[nH]cn1.O.O.O.

CARTESIAN COORDINATES (ANGSTROEM)
O (2.88012, 3.58783, 1.66464)
O (-1.68873, 2.60113, -1.90732)
O (0.78982, 0.95263, -2.06258)
N (-1.15920, -2.82692, 1.01271)
N (-0.60384, -0.89292, 0.09919)
C (0.55791, -1.54359, 0.47935)
C (0.27802, -2.80176, 0.91723)
C (-1.58776, -1.68556, 0.33871)
H (0.76691, -3.67270, 1.25833)
H (2.44663, 3.66328, 2.52342)
H (3.53872, 2.90562, 1.87597)
H (1.47892, -1.00878, 0.40920)
H (0.58406, 1.87521, -1.89695)
H (0.11666, 0.45838, -1.57785)
H (-1.64477, -3.70755, 1.02868)
H (-2.67053, -1.64834, 0.01855)
H (-2.44789, 3.04197, -2.30346)
H (-1.35394, 3.26826, -1.29736)

***

In terms of stability, w leads; the second structure lies 7.5 kcal/mol higher.